1.
The following is a DFT calculation (the ωB97M-V functional and the def2-TZVPD basis) of one molecule with the formula CH2F3PS in a non-equilibrium geometry.

Output
Spin multiplicity   1
HOMO-LUMO gap   8.6 eV
SMILES   FC(F)(F)SP
HOMO   -0.3637 Ha
Energy above the lowest of the compared OMol25 structures with the same formula, charge and spin   75.32 kJ/mol
Molecular weight   134.1 g mol⁻¹
LUMO energy   -1.29 eV

The geometry in XYZ format:
```
8
CH2F3PS (the ωB97M-V functional and the def2-TZVPD basis)
F -2.30120 0.07978 -1.24465
H 2.72968 0.12642 0.14358
S -0.08066 1.34847 -0.52819
P 1.51591 -0.37956 0.55369
C -1.20834 -0.04968 -0.55879
F -1.54415 -0.19647 0.78358
H 1.55887 0.28446 1.86779
F -0.67012 -1.21341 -1.01700
```

---

2.
The following is a DFT calculation (the ωB97M-V functional and the def2-TZVPD basis) of a 2-piece molecular cluster, CH2F3PS overall in a non-equilibrium geometry.

Output
Spin multiplicity   1
HOMO-LUMO gap   10.0 eV
SMILES   FC(F)=S.FP
HOMO   -0.3763 Ha
Energy above the lowest of the compared OMol25 structures with the same formula, charge and spin   60.57 kJ/mol
Molecular weight   134.1 g mol⁻¹
LUMO energy   -0.20 eV

The geometry in XYZ format:
```
8
CH2F3PS (the ωB97M-V functional and the def2-TZVPD basis)
F -0.77840 -0.70611 -2.36057
C 0.13920 -0.35838 2.04022
F -0.86077 0.20765 2.69500
H -0.51754 1.40304 -2.44228
H 0.96650 0.35161 -1.95541
P -0.26540 0.58032 -1.47008
S 1.70333 -0.20401 2.25192
F -0.38692 -1.27411 1.24120
```

---

3.
The following is a DFT calculation (the ωB97M-V functional and the def2-TZVPD basis) of CH2FGdLiO as an isolated structure in a non-equilibrium geometry.

Output
Spin multiplicity   8
HOMO-LUMO gap (alpha / beta)   8.5 / 6.0 eV
HOMO (alpha / beta)   -0.4656 / -0.3627 Ha
Molecular weight   213.2 g mol⁻¹
Net charge   +1
LUMO energy (alpha / beta)   -4.16 / -3.88 eV

The geometry in XYZ format:
```
7
CH2FGdLiO (the ωB97M-V functional and the def2-TZVPD basis)
H -1.05248 0.97486 0.64951
F -1.14783 -0.97214 0.29770
Gd 2.38527 1.02550 0.64717
C -0.57730 0.33546 -0.10931
O 0.84904 -0.13752 -0.51036
Li 0.60383 -1.87877 0.07097
H -1.06053 0.65261 -1.04569
```

---

4.
The following is a DFT calculation (the ωB97M-V functional and the def2-TZVPD basis) of a 2-piece molecular cluster, CH2FIO overall in a non-equilibrium geometry.

Output
Spin multiplicity   1
HOMO-LUMO gap (alpha / beta)   9.5 / 7.7 eV
HOMO (alpha / beta)   -0.3652 / -0.3023 Ha
Energy above the lowest of the compared OMol25 structures with the same formula, charge and spin   396.50 kJ/mol
Molecular weight   175.9 g mol⁻¹
LUMO energy (alpha / beta)   -0.42 / -0.49 eV

The geometry in XYZ format:
```
6
CH2FIO (the ωB97M-V functional and the def2-TZVPD basis)
F -0.27197 -1.23146 -0.19016
H -0.75465 0.40294 -2.13485
H -0.92913 -0.19940 1.47699
I 2.16646 0.51261 -0.17673
O -0.39241 0.47522 1.05287
C 0.18170 0.04010 -0.02813
```

---

5.
The following is a DFT calculation (the ωB97M-V functional and the def2-TZVPD basis) of CH2FIS as an isolated structure in a non-equilibrium geometry.

Output
Spin multiplicity   1
HOMO-LUMO gap   7.0 eV
HOMO   -0.2985 Ha
Energy above the lowest of the compared OMol25 structures with the same formula, charge and spin   410.21 kJ/mol
Molecular weight   192.0 g mol⁻¹
LUMO energy   -1.12 eV

The geometry in XYZ format:
```
6
CH2FIS (the ωB97M-V functional and the def2-TZVPD basis)
F -0.56336 -1.01228 1.59142
C -0.16491 0.17857 0.99517
S 0.68089 -0.57590 -0.52853
H 1.99271 0.53752 -0.72616
H 0.03202 -0.40817 -1.76329
I -1.97735 1.28026 0.43140
```

---

6.
The following is a DFT calculation (the ωB97M-V functional and the def2-TZVPD basis) of a 2-piece molecular cluster, CH2FN overall in a non-equilibrium geometry.

Output
Spin multiplicity   3
HOMO-LUMO gap (alpha / beta)   10.4 / 10.3 eV
HOMO (alpha / beta)   -0.3398 / -0.4447 Ha
Energy above the lowest of the compared OMol25 structures with the same formula, charge and spin   244.81 kJ/mol
Molecular weight   47.0 g mol⁻¹
LUMO energy (alpha / beta)   1.11 / -1.79 eV

The geometry in XYZ format:
```
5
CH2FN (the ωB97M-V functional and the def2-TZVPD basis)
N -0.74088 0.28567 -0.24446
F -2.13208 -0.12165 -0.09457
H 0.80123 -1.19047 0.13708
C 0.26376 -0.36373 -0.10846
H 1.80797 1.39018 0.31041
```

---

7.
The following is a DFT calculation (the ωB97M-V functional and the def2-TZVPD basis) of a 3-piece molecular cluster, CH2FN2O2 overall in a non-equilibrium geometry.

Output
Spin multiplicity   1
HOMO-LUMO gap   7.3 eV
HOMO   -0.1308 Ha
Energy above the lowest of the compared OMol25 structures with the same formula, charge and spin   217.51 kJ/mol
Molecular weight   93.0 g mol⁻¹
Net charge   -1
LUMO energy   3.73 eV

The geometry in XYZ format:
```
8
CH2FN2O2 (the ωB97M-V functional and the def2-TZVPD basis)
F -0.76886 2.34375 -0.29219
C 3.01593 0.27219 -0.09938
O 3.39015 -0.47656 -0.91039
N -0.11857 0.61395 0.59754
H -1.15279 0.30740 0.67005
N 0.67986 -0.01784 -0.09648
O 3.10388 1.05165 0.74804
H 0.49587 -0.90510 -0.68701
```

---

8.
The following is a DFT calculation (the ωB97M-V functional and the def2-TZVPD basis) of CH2FN2O2 as an isolated structure in a non-equilibrium geometry.

Output
Spin multiplicity   1
HOMO-LUMO gap   9.7 eV
HOMO   -0.1938 Ha
Energy above the lowest of the compared OMol25 structures with the same formula, charge and spin   171.91 kJ/mol
Molecular weight   93.0 g mol⁻¹
Net charge   -1
LUMO energy   4.46 eV

The geometry in XYZ format:
```
8
CH2FN2O2 (the ωB97M-V functional and the def2-TZVPD basis)
H -0.01978 0.68765 1.25798
H -0.57647 -0.78080 -0.65675
O 1.76229 0.76776 -2.33008
O 0.45972 -0.95739 -2.78088
N 0.39945 0.78262 0.25140
N 0.23172 -0.15346 -0.61321
C 0.97433 -0.10210 -2.09639
F -0.65972 2.12657 0.06550
```

---

9.
The following is a DFT calculation (the ωB97M-V functional and the def2-TZVPD basis) of a 3-piece molecular cluster, CH2FN5 overall in a non-equilibrium geometry.

Output
Spin multiplicity   3
HOMO-LUMO gap (alpha / beta)   9.6 / 8.2 eV
HOMO (alpha / beta)   -0.3736 / -0.3795 Ha
Energy above the lowest of the compared OMol25 structures with the same formula, charge and spin   89.28 kJ/mol
Molecular weight   103.1 g mol⁻¹
LUMO energy (alpha / beta)   -0.54 / -2.13 eV

The geometry in XYZ format:
```
9
CH2FN5 (the ωB97M-V functional and the def2-TZVPD basis)
N 0.22988 0.68103 -0.45265
N -0.38377 0.04581 -1.19666
H 1.42488 1.79085 0.78482
N 0.70831 1.80170 -0.02150
F 1.15225 -0.46874 0.83348
H 0.39788 2.61040 -0.56927
C -1.14409 -2.17493 0.20051
N -0.70678 -3.15195 0.67227
N -1.67856 -1.13417 -0.25099
```

---

10.
The following is a DFT calculation (the ωB97M-V functional and the def2-TZVPD basis) of one molecule with the formula CH2FNO in a non-equilibrium geometry.

Output
Spin multiplicity   1
HOMO-LUMO gap   11.2 eV
SMILES   O=CNF
HOMO   -0.4045 Ha
Energy above the lowest of the compared OMol25 structures with the same formula, charge and spin   339.64 kJ/mol
Molecular weight   63.0 g mol⁻¹
LUMO energy   0.16 eV

The geometry in XYZ format:
```
6
CH2FNO (the ωB97M-V functional and the def2-TZVPD basis)
F 0.30821 1.77449 -0.10184
H 1.49057 0.24793 0.27770
N 0.54691 0.23108 -0.01054
C -0.56664 -0.51146 -0.04596
O -1.65035 -0.21608 -0.36752
H -0.12870 -1.52595 0.24816
```

---

11.
The following is a DFT calculation (the ωB97M-V functional and the def2-TZVPD basis) of a 2-piece molecular cluster, CH2FNO overall in a non-equilibrium geometry.

Output
Spin multiplicity   1
HOMO-LUMO gap   12.1 eV
SMILES   N=C=O.F
HOMO   -0.4283 Ha
Energy above the lowest of the compared OMol25 structures with the same formula, charge and spin   40.24 kJ/mol
Molecular weight   63.0 g mol⁻¹
LUMO energy   0.42 eV

The geometry in XYZ format:
```
6
CH2FNO (the ωB97M-V functional and the def2-TZVPD basis)
O 1.47128 -1.55719 -0.76875
F -2.41789 0.79395 -0.67890
H 0.86522 0.61195 1.41808
H -1.49231 0.71765 -0.40429
C 1.03899 -0.74061 -0.11187
N 0.53472 0.17424 0.54572
```

---

12.
The following is a DFT calculation (the ωB97M-V functional and the def2-TZVPD basis) of one molecule with the formula CH2FNO2S in a non-equilibrium geometry.

Output
Spin multiplicity   1
HOMO-LUMO gap (alpha / beta)   8.0 / 7.8 eV
SMILES   O=S(=O)=NCF
HOMO (alpha / beta)   -0.4085 / -0.3883 Ha
Energy above the lowest of the compared OMol25 structures with the same formula, charge and spin   347.70 kJ/mol
Molecular weight   111.1 g mol⁻¹
LUMO energy (alpha / beta)   -3.11 / -2.79 eV

The geometry in XYZ format:
```
8
CH2FNO2S (the ωB97M-V functional and the def2-TZVPD basis)
O -2.61581 -0.57096 -0.55576
N 0.24221 -1.07734 -0.19917
S -1.65571 -0.29042 0.44553
H 2.00557 -0.47498 -0.51222
H 1.56995 0.29498 0.81256
O -1.41686 1.05708 0.79956
C 1.10830 -0.08766 -0.07760
F 0.76236 1.14930 -0.71290
```

---

13.
The following is a DFT calculation (the ωB97M-V functional and the def2-TZVPD basis) of one molecule with the formula CH2FNOS in a non-equilibrium geometry.

Output
Spin multiplicity   1
HOMO-LUMO gap   10.6 eV
SMILES   O=C(F)NS
HOMO   -0.3717 Ha
Energy above the lowest of the compared OMol25 structures with the same formula, charge and spin   16.30 kJ/mol
Molecular weight   95.1 g mol⁻¹
LUMO energy   0.46 eV

The geometry in XYZ format:
```
7
CH2FNOS (the ωB97M-V functional and the def2-TZVPD basis)
H -2.09731 -0.62093 1.07912
S -1.75802 -0.17613 -0.31054
H -0.01069 1.41783 -0.34140
N -0.17510 0.46066 -0.11338
F 1.96474 0.71530 -0.18189
O 1.10558 -1.47876 -0.02509
C 0.97081 -0.31797 -0.10682
```

---

14.
The following is a DFT calculation (the ωB97M-V functional and the def2-TZVPD basis) of CH2FNOS as an isolated structure in a non-equilibrium geometry.

Output
Spin multiplicity   1
HOMO-LUMO gap   8.3 eV
HOMO   -0.3988 Ha
Energy above the lowest of the compared OMol25 structures with the same formula, charge and spin   199.97 kJ/mol
Molecular weight   95.1 g mol⁻¹
LUMO energy   -2.58 eV

The geometry in XYZ format:
```
7
CH2FNOS (the ωB97M-V functional and the def2-TZVPD basis)
H 1.69535 1.31656 -0.14626
C -0.87505 -0.14995 0.48789
S 2.20846 0.07685 0.00976
O -0.90953 0.28502 1.56376
N 0.01952 -0.61446 -0.35231
F -2.04482 -0.10855 -0.28109
H -0.09393 -0.80548 -1.28175
```

---

15.
The following is a DFT calculation (the ωB97M-V functional and the def2-TZVPD basis) of one molecule with the formula CH2FOPS in a non-equilibrium geometry.

Output
Spin multiplicity   1
HOMO-LUMO gap   8.8 eV
SMILES   C=P#S(=O)F
HOMO   -0.3451 Ha
Energy above the lowest of the compared OMol25 structures with the same formula, charge and spin   227.94 kJ/mol
Molecular weight   112.1 g mol⁻¹
LUMO energy   -0.62 eV

The geometry in XYZ format:
```
7
CH2FOPS (the ωB97M-V functional and the def2-TZVPD basis)
H 0.39961 0.85541 2.37845
H -0.48144 -0.43231 1.53144
O -1.25381 -0.25425 -2.30548
P 0.64595 1.13142 -0.05733
F 0.97753 -1.05882 -1.84203
C 0.22244 0.44195 1.43947
S -0.51027 -0.68340 -1.14453
```

---

16.
The following is a DFT calculation (the ωB97M-V functional and the def2-TZVPD basis) of CH2I2O as an isolated structure in a non-equilibrium geometry.

Output
Spin multiplicity   1
HOMO-LUMO gap   9.1 eV
HOMO   -0.3486 Ha
Energy above the lowest of the compared OMol25 structures with the same formula, charge and spin   47.29 kJ/mol
Molecular weight   283.8 g mol⁻¹
LUMO energy   -0.39 eV

The geometry in XYZ format:
```
6
CH2I2O (the ωB97M-V functional and the def2-TZVPD basis)
I -2.74470 -1.23700 -0.01259
O -0.17957 -0.26364 0.98675
H 0.52617 0.51612 1.08726
I -1.54422 2.15533 0.01564
C -0.98098 0.09084 -0.05419
H -0.28960 0.08102 -1.01136
```

---

17.
The following is a DFT calculation (the ωB97M-V functional and the def2-TZVPD basis) of one molecule with the formula CH2INO in a non-equilibrium geometry.

Output
Spin multiplicity   1
HOMO-LUMO gap (alpha / beta)   8.8 / 8.8 eV
SMILES   NC(=O)I
HOMO (alpha / beta)   -0.3319 / -0.3319 Ha
Energy above the lowest of the compared OMol25 structures with the same formula, charge and spin   370.50 kJ/mol
Molecular weight   170.9 g mol⁻¹
LUMO energy (alpha / beta)   -0.19 / -0.19 eV

The geometry in XYZ format:
```
6
CH2INO (the ωB97M-V functional and the def2-TZVPD basis)
C 0.45379 0.10320 -0.19541
N -0.74754 -0.35110 -0.07210
O 0.41722 1.74263 -0.07563
H -1.45875 0.46736 0.16606
H -0.99655 -1.23650 0.26629
I 2.33183 -0.72558 -0.08921
```

---

18.
The following is a DFT calculation (the ωB97M-V functional and the def2-TZVPD basis) of a 2-piece molecular cluster, CH2IOP overall in a non-equilibrium geometry.

Output
Spin multiplicity   3
HOMO-LUMO gap (alpha / beta)   7.9 / 6.6 eV
HOMO (alpha / beta)   -0.2953 / -0.3466 Ha
Energy above the lowest of the compared OMol25 structures with the same formula, charge and spin   207.98 kJ/mol
Molecular weight   187.9 g mol⁻¹
LUMO energy (alpha / beta)   -0.13 / -2.78 eV

The geometry in XYZ format:
```
6
CH2IOP (the ωB97M-V functional and the def2-TZVPD basis)
P 0.34512 -0.06765 -1.05717
H 2.35441 0.64440 0.11205
H -0.39527 1.38396 0.60020
I 0.16866 -2.34670 -0.69292
O -1.71168 -0.10945 0.72381
C -0.76125 0.49545 0.31404
```

---

19.
The following is a DFT calculation (the ωB97M-V functional and the def2-TZVPD basis) of CH2LiOPd as an isolated structure in a non-equilibrium geometry.

Output
Spin multiplicity   3
HOMO-LUMO gap (alpha / beta)   7.3 / 7.0 eV
HOMO (alpha / beta)   -0.4451 / -0.5296 Ha
Energy above the lowest of the compared OMol25 structures with the same formula, charge and spin   171.88 kJ/mol
Molecular weight   143.4 g mol⁻¹
Net charge   +1
LUMO energy (alpha / beta)   -4.80 / -7.38 eV

The geometry in XYZ format:
```
6
CH2LiOPd (the ωB97M-V functional and the def2-TZVPD basis)
H -0.65371 -1.04511 0.66419
O 0.76237 0.37594 0.17946
C -0.16396 -0.55479 -0.20524
Li 0.13672 1.84906 0.57289
H -1.27751 0.50085 -0.19981
Pd 1.19608 -1.12595 -1.01149
```

---

20.
The following is a DFT calculation (the ωB97M-V functional and the def2-TZVPD basis) of CH2MgNaO3 as an isolated structure in a non-equilibrium geometry.

Output
Spin multiplicity   1
HOMO-LUMO gap   8.6 eV
HOMO   -0.4770 Ha
Energy above the lowest of the compared OMol25 structures with the same formula, charge and spin   0.00 kJ/mol
Molecular weight   109.3 g mol⁻¹
Net charge   +1
LUMO energy   -4.36 eV

The geometry in XYZ format:
```
8
CH2MgNaO3 (the ωB97M-V functional and the def2-TZVPD basis)
O -0.20579 -1.23570 0.05935
C 0.22997 -0.01870 0.56215
O -0.31165 0.91479 -0.13120
H -0.12385 -1.98796 0.66028
H 0.26706 -0.31681 -2.94836
Mg -0.94766 -0.17420 -1.71781
O 0.72160 0.13398 1.66884
Na 0.37032 2.68460 1.84675
```